Record 1
Molecular formula: C51H53LuN10S2
Method: DFT, ωB97M-V/def2-TZVPD

Cartesian coordinates (Å):
Lu 0.673 -1.168 -0.530
C -1.472 -3.738 -0.253
N -0.981 -2.596 0.625
C -0.366 -3.251 1.861
C 0.498 -2.314 2.624
C 0.679 -2.390 4.038
C 1.763 -1.840 4.660
C 2.703 -1.218 3.854
C 2.422 -1.036 2.495
N 1.349 -1.553 1.840
C -2.124 -1.671 0.988
C -3.199 -2.315 1.878
C -3.101 -2.296 3.273
C -4.220 -2.694 4.047
C -5.273 -3.227 3.336
C -5.308 -3.105 1.927
N -4.270 -2.722 1.208
C -0.349 -4.321 -1.044
C -0.410 -5.657 -1.440
C 0.540 -6.119 -2.366
C 1.267 -5.182 -3.133
C 1.134 -3.846 -2.749
N 0.441 -3.407 -1.652
H -2.182 -3.337 -0.963
H -1.941 -4.497 0.402
H 0.220 -4.231 1.578
H -1.220 -3.659 2.441
H -0.019 -3.002 4.597
H 1.864 -2.001 5.703
H 3.647 -0.895 4.287
H 3.234 -0.568 1.868
H -2.643 -1.269 0.121
H -1.648 -0.823 1.535
H -2.141 -2.064 3.730
H -4.249 -2.604 5.122
H -6.183 -3.565 3.810
H -6.233 -3.333 1.325
H -1.145 -6.376 -1.006
H 0.678 -7.164 -2.513
H 1.914 -5.481 -3.975
H 1.481 -3.090 -3.414
C -3.572 1.053 -1.221
C -2.729 1.657 -0.097
N -1.428 1.554 -0.028
N -0.838 0.585 -0.846
C -0.481 0.874 -2.108
N -1.092 1.864 -2.773
S 0.664 -0.160 -2.996
C -3.346 2.470 0.985
C -4.646 2.251 1.327
C -5.265 2.737 2.455
C -4.488 3.592 3.325
C -3.192 3.822 3.007
N -2.562 3.192 1.870
H -4.394 0.537 -0.684
H -3.007 0.337 -1.887
H -3.974 1.875 -1.801
H -1.605 2.643 -2.260
H -0.950 2.004 -3.693
H -5.125 1.593 0.663
H -6.342 2.667 2.620
H -4.916 3.941 4.214
H -2.524 4.336 3.717
S -1.976 6.768 -0.608
C -2.901 6.579 -2.066
C -3.301 7.561 -2.906
C -3.924 7.228 -4.081
C -4.374 5.937 -4.273
C -4.085 4.909 -3.341
C -3.211 5.243 -2.309
N -2.429 4.357 -1.589
C -1.937 4.993 -0.517
C -0.920 4.422 0.414
C 0.444 4.812 0.312
C 1.380 4.447 1.310
C 1.066 3.613 2.424
C -0.255 3.315 2.566
C -1.222 3.703 1.619
H -3.158 8.566 -2.593
H -4.200 8.019 -4.854
H -4.920 5.728 -5.163
H -4.400 3.874 -3.395
H 0.856 5.315 -0.601
H 2.385 4.823 1.211
H 1.918 3.206 3.010
H -0.515 2.650 3.340
C 6.216 -2.598 -3.837
C 5.290 -2.617 -2.636
C 5.617 -3.555 -1.590
C 4.846 -3.658 -0.384
C 4.997 -4.786 0.672
C 3.836 -2.740 -0.254
C 3.633 -1.652 -1.134
C 4.259 -1.753 -2.401
N 2.865 -0.614 -0.612
C 3.546 0.672 -0.461
C 2.750 1.693 0.364
C 4.946 0.454 0.203
C 3.875 1.328 -1.879
H 6.430 -1.531 -4.152
H 5.765 -3.197 -4.649
H 7.138 -3.147 -3.499
H 6.331 -4.407 -1.786
H 4.100 -4.929 1.233
H 5.879 -4.726 1.271
H 5.145 -5.776 0.174
H 3.172 -2.878 0.636
H 3.911 -1.127 -3.272
H 1.805 1.836 -0.275
H 2.369 1.320 1.385
H 3.272 2.660 0.500
H 5.072 -0.409 0.797
H 5.111 1.364 0.832
H 5.759 0.511 -0.490
H 4.191 2.340 -1.679
H 2.899 1.318 -2.511
H 4.637 0.736 -2.400

The calculation puts the total energy at -4554.55737 Eh. The calculation puts the energy above the lowest of the compared OMol25 structures with the same formula, charge and spin at 0.0 kJ/mol. The value obtained for the highest occupied orbital energy is -3.38 eV. For the LUMO energy, the calculation gives -0.0277 Ha. The HOMO-LUMO gap comes out at 2.6 eV.

Here are the Löwdin charges for atoms 1 to 6, given in e: number 1, Lu, carries 1.56; number 2, C, carries -0.12; number 3, N, carries -0.23; number 4, C, carries -0.13; number 5, C, carries -0.24; number 6, C, carries -0.02


Record 2
Molecular formula: C51H55N4O4STeTi
Method: DFT, ωB97M-V/def2-TZVPD

Cartesian coordinates (Å):
Ti 0.850 -0.250 -0.255
C 0.120 -5.898 -1.180
C -0.945 -5.542 -0.155
N -1.390 -4.138 -0.230
C -2.692 -3.933 -0.876
C -2.649 -4.263 -2.360
C -0.635 -3.166 0.264
S -1.237 -1.534 0.160
N 0.531 -3.599 0.799
C 1.465 -2.811 1.265
O 1.495 -1.534 1.190
C 2.605 -3.461 1.970
C 2.611 -4.836 2.187
C 3.672 -5.430 2.850
C 4.733 -4.656 3.299
C 4.733 -3.284 3.085
C 3.671 -2.690 2.423
H 0.338 -6.964 -1.122
H 1.037 -5.345 -0.983
H -0.208 -5.673 -2.193
H -0.576 -5.725 0.853
H -1.841 -6.145 -0.305
H -2.993 -2.900 -0.735
H -3.413 -4.563 -0.351
H -1.893 -3.659 -2.865
H -3.617 -4.040 -2.808
H -2.436 -5.314 -2.543
H 1.781 -5.428 1.828
H 3.674 -6.499 3.017
H 5.563 -5.123 3.812
H 5.563 -2.681 3.428
H 3.659 -1.624 2.248
C 8.681 3.609 -4.588
C 7.286 3.121 -4.316
C 6.316 3.969 -3.800
C 5.021 3.538 -3.542
C 4.032 4.538 -3.014
C 4.688 2.198 -3.793
Te 2.733 1.493 -3.429
N 0.133 0.142 -1.979
C 0.770 -0.925 -2.352
O 1.661 -1.452 -1.460
C 0.574 -1.661 -3.608
C 1.103 -2.936 -3.781
C 0.928 -3.588 -4.991
C 0.246 -2.960 -6.026
C -0.283 -1.687 -5.848
C -0.126 -1.038 -4.635
C 2.680 1.870 -1.298
C 3.429 1.065 -0.508
C 4.458 0.092 -1.031
C 3.442 1.145 0.998
C 2.523 2.977 1.675
C 2.224 3.874 2.859
C 1.975 3.570 0.409
C 1.881 3.047 -0.820
C 0.919 3.750 -1.756
C 5.647 1.324 -4.331
C 5.406 -0.127 -4.667
C 6.928 1.810 -4.581
H 8.762 4.683 -4.434
H 8.980 3.390 -5.613
H 9.400 3.120 -3.929
H 6.569 5.004 -3.605
H 4.415 5.550 -3.137
H 3.832 4.383 -1.953
H 3.079 4.462 -3.538
H 1.647 -3.403 -2.970
H 1.331 -4.581 -5.134
H 0.129 -3.462 -6.977
H -0.816 -1.204 -6.656
H -0.541 -0.053 -4.465
H 4.890 0.413 -1.974
H 4.028 -0.905 -1.171
H 5.267 0.006 -0.302
H 3.947 0.268 1.401
H 2.926 4.710 2.867
H 2.313 3.353 3.809
H 1.217 4.286 2.784
H 1.411 4.483 0.574
H -0.086 3.707 -1.334
H 0.875 3.302 -2.745
H 1.191 4.800 -1.872
H 4.386 -0.455 -4.480
H 6.072 -0.765 -4.084
H 5.628 -0.307 -5.719
H 7.665 1.134 -4.999
C 0.621 3.478 5.826
O 0.371 2.488 4.833
C -0.487 2.805 3.833
C -0.994 4.081 3.600
C -1.887 4.292 2.560
C -2.311 3.244 1.755
C -1.811 1.974 1.981
C -0.887 1.769 2.988
N -0.397 0.449 3.277
C 0.842 0.111 3.477
C 2.023 0.819 3.046
C 3.068 0.749 3.904
C 4.339 1.461 3.825
C 4.723 2.268 2.825
C 3.998 2.491 1.536
C 2.082 1.464 1.690
O 0.987 1.110 0.919
H 1.222 2.991 6.587
H -0.315 3.829 6.263
H 1.177 4.318 5.406
H -0.698 4.905 4.230
H -2.261 5.291 2.385
H -3.023 3.409 0.959
H -2.130 1.137 1.376
H -1.101 -0.243 3.514
H 0.992 -0.801 4.048
H 2.925 0.169 4.810
H 4.999 1.337 4.672
H 5.686 2.755 2.932
H 4.599 3.064 0.832

The calculation puts the total energy at -4011.90429 Eh. The value obtained for the highest occupied orbital energy is -9.38 eV. For the LUMO energy, the calculation gives -0.1371 Ha. The HOMO-LUMO gap comes out at 5.6 eV. The total charge is +1.

Here are the natural (NBO) charges for atoms 1 to 6, given in e: number 1, Ti, carries 1.79; number 2, C, carries -0.62; number 3, C, carries -0.21; number 4, N, carries -0.36; number 5, C, carries -0.22; number 6, C, carries -0.62